## P
{"formula": "H16O8", "method": "the ωB97M-V functional and the def2-TZVPD basis", "symbols": ["O", "H", "H", "O", "H", "H", "O", "H", "H", "O", "H", "H", "O", "H", "H", "O", "H", "H", "O", "H", "H", "O", "H", "H"], "coordinates": [[0.901, 0.223, -0.222], [0.725, 0.407, -1.113], [0.051, 0.067, 0.034], [-0.289, -1.916, -2.633], [-0.082, -1.092, -2.943], [-0.780, -2.341, -3.387], [-1.519, -0.031, 1.404], [-1.671, -0.120, 0.420], [-2.380, -0.085, 1.906], [-2.021, -0.789, -0.940], [-1.382, -1.140, -1.439], [-2.900, -1.050, -1.038], [0.813, 0.638, -2.947], [1.476, 1.342, -2.853], [0.014, 1.045, -3.320], [2.519, 2.908, 0.882], [1.825, 2.550, 0.349], [2.415, 2.365, 1.854], [0.883, -1.743, 2.494], [0.941, -2.595, 1.951], [-0.028, -1.455, 2.279], [0.039, 1.298, 3.237], [-0.417, 0.727, 2.531], [0.875, 0.785, 3.501]], "e_homo_ev": -10.175, "lumo_energy_ha": -0.0090, "multiplicity": 1, "smiles": "O.O.O.O.O.O.O.O"}


## Q
{"formula": "H16O8", "method": "the ωB97M-V functional and the def2-TZVPD basis", "symbols": ["O", "H", "H", "O", "H", "H", "O", "H", "H", "O", "H", "H", "O", "H", "H", "O", "H", "H", "O", "H", "H", "O", "H", "H"], "coordinates": [[10.217, 23.843, 23.521], [10.543, 24.405, 22.819], [9.265, 23.863, 23.423], [3.795, 22.757, 20.543], [4.317, 23.514, 20.277], [4.261, 22.397, 21.298], [4.087, 25.605, 21.839], [4.692, 25.942, 21.178], [3.992, 26.322, 22.465], [1.823, 23.229, 22.849], [2.148, 23.823, 23.526], [2.314, 23.469, 22.063], [5.549, 23.554, 22.849], [4.909, 24.205, 22.560], [6.329, 24.064, 23.066], [7.678, 25.319, 22.965], [7.602, 25.925, 23.703], [7.885, 25.878, 22.216], [4.759, 22.269, 25.708], [4.594, 22.912, 25.019], [4.226, 22.565, 26.446], [6.309, 21.144, 22.130], [6.207, 21.904, 22.702], [5.691, 20.499, 22.475]], "e_homo_ev": -10.598, "lumo_energy_ha": -0.0261, "multiplicity": 1, "smiles": "O.O.O.O.O.O.O.O"}


The winner here is Q, beating the second structure by 1.237 eV.


## P
{"formula": "H16O8", "method": "the ωB97M-V functional and the def2-TZVPD basis", "symbols": ["O", "H", "H", "O", "H", "H", "O", "H", "H", "O", "H", "H", "O", "H", "H", "O", "H", "H", "O", "H", "H", "O", "H", "H"], "coordinates": [[3.651, 5.596, 4.704], [4.401, 5.063, 4.353], [2.937, 5.067, 4.347], [6.626, 12.078, 7.846], [6.680, 12.342, 8.797], [7.284, 11.369, 7.710], [6.160, 3.751, 4.056], [5.994, 2.915, 3.631], [6.661, 3.514, 4.851], [4.484, 8.432, 4.706], [3.897, 9.225, 4.709], [3.984, 7.687, 4.338], [3.928, 7.066, 7.734], [4.091, 7.838, 7.182], [3.662, 6.305, 7.167], [6.813, 9.984, 6.091], [6.018, 9.518, 6.369], [6.872, 9.719, 5.138], [7.351, 4.795, 6.873], [6.859, 4.418, 7.594], [6.754, 5.497, 6.543], [4.382, 10.331, 7.269], [5.132, 10.938, 7.541], [3.789, 10.083, 7.968]], "e_homo_ev": -10.882, "lumo_energy_ha": 0.0105, "multiplicity": 1, "smiles": "O.O.O.O.O.O.O.O"}


## Q
{"formula": "H16O8", "method": "the ωB97M-V functional and the def2-TZVPD basis", "symbols": ["H", "H", "H", "H", "H", "H", "H", "H", "H", "H", "H", "H", "H", "H", "H", "H", "O", "O", "O", "O", "O", "O", "O", "O"], "coordinates": [[0.179, 0.442, -0.197], [0.487, 1.612, -1.114], [-4.071, 1.121, 0.579], [-4.377, -0.175, -0.271], [-1.951, 3.349, 0.370], [-3.188, 3.454, -0.364], [0.003, -3.170, 0.538], [1.211, -3.859, 0.031], [2.057, -2.453, -0.153], [3.394, -2.670, 0.371], [0.164, -0.376, 3.012], [1.462, -1.232, 2.651], [-2.049, -1.185, -1.250], [-2.389, -1.356, -2.659], [4.927, 3.304, -0.017], [4.639, 3.451, -1.471], [0.894, 0.758, -0.730], [-4.313, 0.133, 0.621], [-2.897, 3.154, 0.472], [0.455, -3.309, -0.269], [2.913, -1.922, 0.047], [0.905, -0.522, 2.347], [-2.863, -1.460, -1.791], [4.407, 2.913, -0.754]], "e_homo_ev": -10.850, "lumo_energy_ha": 0.0055, "multiplicity": 1, "smiles": "O.O.O.O.O.O.O.O"}


The winner here is P, beating the second structure by 1.834 eV.


## P
{"formula": "H16O8", "method": "the ωB97M-V functional and the def2-TZVPD basis", "symbols": ["O", "H", "H", "O", "H", "H", "O", "H", "H", "O", "H", "H", "O", "H", "H", "O", "H", "H", "O", "H", "H", "O", "H", "H"], "coordinates": [[3.130, 1.869, 1.506], [3.037, 2.793, 1.741], [2.240, 1.520, 1.548], [-4.011, 0.405, 1.360], [-4.543, 0.964, 0.794], [-3.222, 0.226, 0.848], [2.080, -1.472, -2.421], [1.243, -1.826, -2.120], [2.353, -2.064, -3.122], [1.280, -3.146, 0.512], [0.737, -3.309, -0.259], [2.106, -3.591, 0.323], [0.161, 2.337, -1.877], [0.028, 3.017, -1.217], [0.498, 1.588, -1.385], [-2.348, -0.040, -0.949], [-2.833, 0.651, -1.400], [-2.538, -0.833, -1.451], [0.364, 0.763, 2.725], [0.389, 0.444, 1.823], [-0.444, 0.398, 3.087], [0.226, 0.109, 0.124], [0.715, -0.708, 0.025], [-0.646, -0.092, -0.215]], "e_homo_ev": -10.750, "lumo_energy_ha": -0.0154, "multiplicity": 1, "smiles": "O.O.O.O.O.O.O.O"}


## Q
{"formula": "H16O8", "method": "the ωB97M-V functional and the def2-TZVPD basis", "symbols": ["O", "H", "H", "O", "H", "H", "O", "H", "H", "O", "H", "H", "O", "H", "H", "O", "H", "H", "O", "H", "H", "O", "H", "H"], "coordinates": [[9.872, -9.528, -1.980], [10.424, -8.902, -2.470], [9.790, -10.291, -2.567], [9.989, -10.740, 1.867], [9.254, -10.447, 1.298], [9.654, -10.659, 2.765], [5.787, -12.195, -0.378], [5.285, -12.938, -0.024], [5.525, -12.141, -1.305], [8.121, -7.268, 1.475], [7.917, -8.153, 1.133], [8.618, -7.425, 2.284], [5.013, -11.240, 2.721], [4.089, -11.067, 2.511], [5.467, -10.415, 2.514], [7.992, -7.671, -2.931], [7.870, -7.968, -3.839], [8.507, -8.382, -2.494], [7.713, -13.835, 1.851], [7.181, -13.404, 1.173], [7.488, -14.769, 1.784], [7.714, -9.900, 0.252], [7.093, -10.635, 0.374], [8.052, -10.012, -0.646]], "e_homo_ev": -10.555, "lumo_energy_ha": -0.0064, "multiplicity": 1, "smiles": "O.O.O.O.O.O.O.O"}


## R
{"formula": "H16O8", "method": "the ωB97M-V functional and the def2-TZVPD basis", "symbols": ["O", "H", "H", "O", "H", "H", "O", "H", "H", "O", "H", "H", "O", "H", "H", "O", "H", "H", "O", "H", "H", "O", "H", "H"], "coordinates": [[1.962, 1.477, -0.422], [1.481, 1.471, -1.236], [1.925, 0.595, -0.126], [0.215, -0.591, 0.271], [0.138, -0.887, -0.619], [-0.718, -0.389, 0.424], [-1.495, 2.576, -0.622], [-2.328, 2.964, -0.513], [-1.670, 1.850, -0.024], [0.670, -1.893, -2.214], [0.811, -2.790, -2.536], [0.059, -1.514, -2.867], [2.512, -0.299, -3.105], [2.931, -0.717, -3.885], [1.726, -0.786, -2.888], [1.116, -1.215, 2.863], [0.346, -0.740, 3.199], [1.043, -1.383, 1.919], [-0.955, 0.373, 3.506], [-0.810, 0.524, 4.431], [-0.489, 1.018, 2.991], [-2.495, 0.288, 0.450], [-2.992, 0.144, 1.264], [-2.984, -0.077, -0.261]], "e_homo_ev": -9.965, "lumo_energy_ha": -0.0096, "multiplicity": 1, "smiles": "O.O.O.O.O.O.O.O"}


## S
{"formula": "H16O8", "method": "the ωB97M-V functional and the def2-TZVPD basis", "symbols": ["O", "H", "H", "O", "H", "H", "O", "H", "H", "O", "H", "H", "O", "H", "H", "O", "H", "H", "O", "H", "H", "O", "H", "H"], "coordinates": [[22.320, -1.938, -6.402], [22.703, -1.068, -6.266], [21.594, -1.989, -5.790], [20.350, 0.430, -5.843], [19.972, 0.029, -5.023], [19.629, 0.209, -6.486], [20.779, -1.376, -8.618], [20.133, -0.692, -8.554], [21.077, -1.476, -7.734], [22.441, 0.713, -8.913], [22.129, -0.156, -9.123], [21.822, 1.377, -9.042], [22.830, 0.992, -6.174], [21.949, 0.689, -6.014], [23.013, 1.017, -7.104], [18.987, 2.528, -4.942], [18.217, 1.999, -4.625], [19.575, 1.768, -5.183], [22.392, 2.612, -3.353], [22.992, 2.623, -2.593], [22.718, 2.041, -4.043], [21.635, 3.651, -6.086], [22.228, 2.947, -6.137], [20.810, 3.377, -6.465]], "e_homo_ev": -10.639, "lumo_energy_ha": -0.0302, "multiplicity": 1, "smiles": "O.O.O.O.O.O.O.O"}


The winner here is Q, beating the second structure by 0.053 eV.


## P
{"formula": "H16O8", "method": "the ωB97M-V functional and the def2-TZVPD basis", "symbols": ["H", "H", "H", "H", "H", "H", "H", "H", "H", "H", "H", "H", "H", "H", "H", "H", "O", "O", "O", "O", "O", "O", "O", "O"], "coordinates": [[-0.452, -0.755, 0.861], [-0.350, 0.755, 0.711], [2.532, 0.967, 0.168], [2.462, 1.330, -1.306], [-0.455, 2.748, 0.485], [0.550, 3.566, 1.278], [-3.987, -3.610, 0.742], [-3.364, -3.152, 2.051], [2.525, 0.249, -2.503], [3.406, -0.663, -3.341], [-2.913, -2.110, -0.646], [-1.843, -1.139, -0.174], [-0.177, -3.082, 2.174], [-1.316, -2.214, 1.665], [2.215, 3.449, -0.423], [1.849, 3.991, -1.794], [-0.990, 0.044, 0.831], [2.984, 0.826, -0.671], [-0.092, 2.854, 1.371], [-3.143, -3.364, 1.137], [2.484, -0.431, -3.185], [-2.370, -1.373, -0.946], [-1.044, -2.742, 2.424], [1.489, 3.854, -0.910]], "e_homo_ev": -10.550, "lumo_energy_ha": -0.0064, "multiplicity": 1, "smiles": "O.O.O.O.O.O.O.O"}


## Q
{"formula": "H16O8", "method": "the ωB97M-V functional and the def2-TZVPD basis", "symbols": ["H", "H", "H", "H", "H", "H", "H", "H", "H", "H", "H", "H", "H", "H", "H", "H", "O", "O", "O", "O", "O", "O", "O", "O"], "coordinates": [[0.391, -0.385, -0.626], [-0.534, -0.721, -1.785], [-3.588, -0.560, -0.504], [-4.496, 0.216, -1.444], [1.853, 0.028, 3.395], [2.278, -0.898, 2.268], [3.713, -0.976, 0.473], [2.279, -1.065, -0.024], [-0.223, -2.714, 3.379], [1.232, -3.146, 3.461], [-0.715, 2.811, -3.003], [-1.998, 3.441, -3.519], [0.174, 1.001, 2.241], [-1.172, 1.645, 1.952], [1.196, 0.927, -3.380], [-0.302, 1.067, -3.166], [0.389, -0.770, -1.510], [-4.422, -0.627, -0.982], [2.136, 0.033, 2.474], [2.967, -1.584, 0.408], [0.651, -2.513, 3.024], [-1.527, 3.236, -2.703], [-0.774, 0.854, 2.334], [0.491, 0.698, -2.763]], "e_homo_ev": -9.360, "lumo_energy_ha": 0.0052, "multiplicity": 1, "smiles": "O.O.O.O.O.O.O.O"}


The winner here is P, beating the second structure by 1.247 eV.